Record 1
This record from the OMol25 dataset describes 3 unconnected molecules or ions with the total composition C39H29N2O4S. The level of theory is the ωB97M-V functional and the def2-TZVPD basis.

Properties
total charge: -1
frontier orbital gap: 3.55 eV
total energy: -62919.9752 eV

Structure (XYZ):
```
75
C39H29N2O4S (the ωB97M-V functional and the def2-TZVPD basis)
C 1.724 -2.058 -1.777
C 1.448 -1.582 -0.340
C 2.716 -1.901 0.512
C 0.260 -2.309 0.304
C -1.125 -2.135 -0.343
N -1.189 -3.054 -1.580
C -2.249 -3.446 -1.976
S -3.586 -3.884 -2.728
C -1.379 -0.747 -0.724
C -1.455 0.211 0.303
C -1.650 1.532 -0.058
C -1.767 1.846 -1.402
N -1.736 0.967 -2.399
C -1.546 -0.312 -2.052
H 1.215 -1.422 -2.504
H 2.793 -1.944 -1.979
H 1.418 -3.091 -1.922
H 1.347 -0.496 -0.323
H 2.438 -2.032 1.558
H 3.185 -2.809 0.127
H 3.443 -1.090 0.429
H 0.185 -2.048 1.365
H 0.490 -3.381 0.270
H -1.347 -0.089 1.336
H -1.691 2.308 0.697
H -1.893 2.895 -1.668
H -1.515 -1.025 -2.865
C -3.639 0.500 7.249
C -3.636 -0.306 8.383
C -3.217 -1.623 8.300
C -2.808 -2.144 7.078
C -2.830 -1.341 5.938
C -3.237 -0.016 6.029
C -2.435 -1.890 4.607
O -2.445 -1.195 3.616
C -2.033 -3.324 4.531
C -1.713 -3.869 3.292
C -1.323 -5.195 3.208
C -1.244 -5.978 4.355
C -1.567 -5.441 5.590
C -1.970 -4.115 5.683
C -2.343 -3.561 7.012
O -2.277 -4.238 8.020
H -3.959 1.531 7.318
H -3.961 0.097 9.334
H -3.207 -2.254 9.177
H -3.240 0.600 5.140
H -1.773 -3.258 2.395
H -1.078 -5.618 2.242
H -0.932 -7.012 4.284
H -1.512 -6.046 6.485
C 6.208 3.990 -4.522
C 6.102 4.723 -5.699
C 4.856 5.008 -6.230
C 3.708 4.552 -5.592
C 3.816 3.800 -4.422
C 5.068 3.529 -3.885
C 2.600 3.262 -3.738
O 2.708 2.617 -2.717
C 1.273 3.539 -4.351
C 0.135 3.002 -3.762
C -1.113 3.260 -4.315
C -1.216 4.058 -5.448
C -0.083 4.592 -6.042
C 1.167 4.330 -5.503
C 2.373 4.884 -6.170
O 2.288 5.584 -7.160
H 7.183 3.774 -4.103
H 6.995 5.074 -6.201
H 4.763 5.582 -7.142
H 5.139 2.954 -2.972
H 0.223 2.380 -2.885
H -1.996 2.831 -3.865
H -2.190 4.262 -5.875
H -0.162 5.209 -6.927
```

Löwdin charges, unit e, in atom order: -0.08, -0.41, -0.09, -0.22, -0.23, 0.05, -0.84, 0.55, -0.23, -0.04, -0.08, -0.23, 0.04, -0.10, 0.06, 0.06, 0.07, 0.12, 0.06, 0.07, 0.07, 0.08, 0.10, 0.10, 0.09, 0.08, 0.10, -0.06, -0.07, -0.01, -0.08, -0.08, 0.00, -0.27, 0.12, -0.07, 0.01, -0.04, -0.06, -0.01, -0.09, -0.28, 0.09, 0.10, 0.10, 0.12, 0.12, 0.11, 0.11, 0.10, 0.12, -0.07, -0.07, -0.01, -0.08, -0.08, 0.00, -0.28, 0.11, -0.08, 0.01, -0.05, -0.05, -0.01, -0.10, -0.28, 0.09, 0.10, 0.10, 0.12, 0.12, 0.10, 0.08, 0.10, 0.11



Record 2
This record from the OMol25 dataset describes a molecular structure, C39H30ClN4O6RhS3. The level of theory is the ωB97M-V functional and the def2-TZVPD basis.

Properties
total charge: +2
frontier orbital gap: 6.25 eV
total energy: -107199.4801 eV
energy above the lowest of the compared OMol25 structures with the same formula, charge and spin: 10.0 kcal per mole

Structure (XYZ):
```
84
C39H30ClN4O6RhS3 (the ωB97M-V functional and the def2-TZVPD basis)
Rh -0.681 0.831 1.150
S -3.017 5.076 -1.701
C -3.910 6.079 -2.754
C -4.859 5.382 -3.441
C -4.863 4.006 -3.112
C -3.917 3.681 -2.174
C -3.621 2.364 -1.621
C -2.756 2.249 -0.518
N -2.378 1.092 0.000
C -2.845 -0.055 -0.568
C -3.764 -0.045 -1.622
C -4.227 -1.311 -2.130
C -3.788 -2.482 -1.619
C -2.812 -2.512 -0.562
C -2.300 -3.678 0.024
C -1.396 -3.601 1.071
C -0.975 -2.313 1.475
N -1.393 -1.210 0.895
C -2.329 -1.296 -0.079
C -0.859 -4.777 1.750
C 0.010 -4.813 2.814
C 0.328 -6.130 3.216
C -0.300 -7.070 2.452
S -1.281 -6.368 1.249
C -4.142 1.194 -2.147
H -3.689 7.132 -2.809
H -5.533 5.834 -4.150
H -5.556 3.300 -3.542
H -2.370 3.135 -0.031
H -4.949 -1.304 -2.935
H -4.165 -3.421 -2.000
H -2.640 -4.641 -0.338
H -0.283 -2.194 2.298
H 0.403 -3.939 3.310
H 0.984 -6.372 4.037
H -0.248 -8.142 2.542
H -4.819 1.226 -2.990
O 2.300 5.712 0.667
C 2.446 4.966 -0.421
O 3.261 5.196 -1.265
C 1.537 3.784 -0.554
C 1.385 2.996 -1.701
Cl 2.090 3.170 -3.218
N 0.543 1.977 -1.418
N 0.124 2.092 -0.144
C 0.723 3.154 0.381
C 0.387 3.386 1.811
O 0.655 4.384 2.432
O -0.247 2.346 2.315
C 0.098 0.903 -2.247
C 0.269 -0.397 -1.798
C -0.188 -1.440 -2.590
C -0.785 -1.178 -3.815
C -0.935 0.132 -4.252
C -0.498 1.186 -3.465
H 1.644 5.359 1.307
H 0.803 -0.600 -0.873
H -0.047 -2.460 -2.259
H -1.116 -1.995 -4.441
H -1.392 0.340 -5.209
H -0.647 2.209 -3.787
C 7.172 -2.536 0.720
C 5.843 -2.031 1.192
C 5.055 -2.785 2.057
C 3.830 -2.311 2.501
C 3.409 -1.056 2.085
C 4.167 -0.283 1.209
C 5.377 -0.781 0.771
S 1.870 -0.475 2.704
C 2.385 0.770 3.878
O 1.294 0.364 1.527
H 7.318 -3.581 0.984
H 7.978 -1.957 1.173
H 7.266 -2.433 -0.361
H 5.398 -3.758 2.381
H 3.219 -2.912 3.162
H 3.814 0.683 0.876
H 5.981 -0.190 0.095
H 3.097 1.438 3.397
H 2.848 0.255 4.718
H 1.502 1.314 4.206
O -1.904 0.426 3.097
H -2.855 0.585 3.069
H -1.534 1.125 3.658
```

Löwdin charges, unit e, in atom order: 1.28, 1.06, -0.37, -0.15, -0.10, -0.49, -0.18, -0.06, 0.01, -0.14, -0.11, 0.02, 0.02, -0.12, 0.06, -0.17, -0.03, 0.02, -0.17, -0.49, -0.11, -0.16, -0.37, 1.10, 0.09, 0.08, 0.12, 0.12, 0.10, 0.13, 0.13, 0.12, 0.09, 0.10, 0.11, 0.08, 0.14, 0.16, -0.49, 0.13, -0.01, -0.55, 0.90, -0.01, -0.02, -0.11, -0.49, 0.15, -0.15, -0.21, -0.03, -0.06, -0.05, -0.04, -0.02, 0.08, 0.10, 0.12, 0.12, 0.12, 0.12, -0.03, -0.24, -0.01, -0.07, -0.41, -0.06, -0.01, 1.02, -0.19, -0.62, 0.08, 0.10, 0.09, 0.12, 0.11, 0.11, 0.13, 0.08, 0.08, 0.06, -0.04, 0.09, 0.08



| no. | highest occupied orbital energy (eV) |
| --- | --- |
| 1 | -2.7 |
| 2 | -13.0 |